Entry 1:
Entry from the OMol25 dataset: a 2-piece molecular cluster, C5H6O2 overall in a non-equilibrium geometry (the ωB97M-V functional and the def2-TZVPD basis).

## Properties
HOMO-LUMO gap (spin up / spin down)   6.20 / 8.17 eV

CARTESIAN COORDINATES (ANGSTROEM)
C  0.416923  2.175719  1.255731
C  -0.076649  1.493651  0.154949
C  -0.407092  2.821463  0.252574
C  0.695676  -1.695448  0.012142
C  -0.275095  -1.073045  -0.927061
O  -0.946188  3.809368  -0.211198
O  -1.564775  -1.431320  -1.139561
H  1.106003  1.983186  2.098589
H  1.363651  -0.888779  0.279816
H  1.265262  -2.495636  -0.576925
H  0.239810  -2.084611  0.980920
H  0.202309  -0.923130  -1.900269
H  -2.019837  -1.691420  -0.279708

Atoms 1-3, force components in eV/Å:
C -0.1 -1.5 -1.4
C 0.8 -2.3 1.0
C -1.0 2.8 -0.7

Here is what natural (NBO) gives for the atomic charges, in e: C -0.3030; C -0.1274; C 0.4266; C -0.7163; C 0.3181; O -0.5828; O -0.6358; H 0.2294; H 0.2615; H 0.2370; H 0.2231; H 0.1776; H 0.4920


Entry 2:
Entry from the OMol25 dataset: a 4-piece molecular cluster, C20H41BF3O10 overall in a non-equilibrium geometry (the ωB97M-V functional and the def2-TZVPD basis).

## Properties
HOMO-LUMO gap   6.81 eV
Net charge   -1

CARTESIAN COORDINATES (ANGSTROEM)
C  -1.042984  3.810943  -0.917474
B  -2.420023  3.003936  -0.982352
O  -3.622993  3.708185  -0.634494
C  -2.560730  1.414036  -1.373456
C  -4.072866  1.243459  -1.835727
O  -4.335700  -0.119586  -2.265976
O  -5.501138  -0.510582  -1.596355
O  -2.418916  0.532336  -0.210954
C  -1.105199  0.347955  0.194193
O  -0.440391  -0.549900  -0.218134
C  -0.398179  1.266918  1.275362
C  -1.394864  1.898325  2.311489
C  -2.010265  0.874610  3.305964
F  -1.091077  0.031249  3.863844
F  -3.086287  0.202905  2.800022
F  -2.520883  1.616531  4.374667
C  -1.691888  1.025077  -2.624805
O  -1.243525  1.959491  -3.343972
O  -1.457108  -0.178153  -2.975581
H  -0.237929  3.421121  -1.582803
H  -0.602638  3.879915  0.117839
H  -1.274995  4.869834  -1.232724
H  -3.903421  3.339577  0.224534
H  -4.790980  1.478205  -1.017672
H  -4.253924  1.894876  -2.730361
H  -5.157523  -0.764538  -0.715156
H  0.256093  0.561506  1.855566
H  0.270952  2.000257  0.773516
H  -0.799936  2.616417  2.942118
H  -2.211593  2.504404  1.851811
C  1.069123  -0.564263  6.672103
C  0.661041  -1.664762  5.707046
O  1.601918  -2.724292  5.621071
C  1.854457  -3.437178  6.818145
C  0.625358  -4.120617  7.392474
H  2.062403  -0.185012  6.422903
H  0.354872  0.259865  6.630925
H  1.105630  -0.925543  7.702470
H  0.587358  -1.240984  4.706018
H  -0.331895  -2.055815  5.951277
H  2.322852  -2.781007  7.560701
H  2.596046  -4.199196  6.568844
H  -0.126783  -3.396389  7.711608
H  0.895681  -4.724942  8.260906
H  0.160022  -4.766416  6.644869
C  1.546526  4.356845  -7.944502
C  1.935603  4.880197  -6.571117
O  1.182548  4.318803  -5.515119
C  1.280772  2.906800  -5.352332
C  2.692045  2.427309  -5.059149
H  0.476259  4.488565  -8.115293
H  2.097565  4.887962  -8.723971
H  1.765534  3.292134  -8.045002
H  1.748148  5.957198  -6.540398
H  3.008138  4.747175  -6.388391
H  0.862626  2.393291  -6.224261
H  0.640182  2.647474  -4.507030
H  3.366113  2.610308  -5.900863
H  2.694139  1.354840  -4.857612
H  3.103815  2.950167  -4.192465
C  1.632334  -5.845246  0.681672
C  1.966008  -4.365335  0.779162
O  2.565681  -3.839275  -0.389746
C  1.788451  -3.908691  -1.579687
C  0.476130  -3.149832  -1.498062
H  2.518682  -6.420890  0.405214
H  1.255456  -6.213322  1.638137
H  0.868927  -6.035361  -0.075363
H  2.690996  -4.221722  1.584690
H  1.082014  -3.779426  1.050514
H  1.622609  -4.955196  -1.864152
H  2.400861  -3.468541  -2.369602
H  -0.197801  -3.588676  -0.758323
H  -0.034014  -3.163531  -2.462544
H  0.646484  -2.116782  -1.208690

Atoms 1-3, force components in eV/Å:
C 0.2 0.7 -0.1
B 0.3 0.1 -0.2
O 1.4 -0.6 0.7

Here is what Löwdin gives for the atomic charges, in e: C -0.0106; B -0.3643; O 0.0674; C -0.2145; C -0.0947; O -0.1366; O -0.0604; O 0.0241; C -0.4039; O 0.1441; C -0.0488; C -0.0625; C -0.5197; F 0.1056; F 0.1252; F 0.0602; C -0.6208; O -0.0453; O -0.0338; H 0.0673; H 0.0552; H 0.0787; H 0.0980; H 0.1262; H 0.1518; H 0.1020; H 0.1241; H 0.1173; H 0.1371; H 0.1214; C -0.0757; C -0.2814; O -0.1562; C -0.2866; C -0.0841; H 0.0824; H 0.0741; H 0.0635; H 0.1009; H 0.1097; H 0.1047; H 0.1166; H 0.0645; H 0.0735; H 0.0820; C -0.0884; C -0.2981; O -0.1582; C -0.2619; C -0.0829; H 0.0802; H 0.0689; H 0.0637; H 0.1124; H 0.1013; H 0.1113; H 0.0961; H 0.0567; H 0.0782; H 0.0773; C -0.0887; C -0.2871; O -0.1653; C -0.2783; C -0.0735; H 0.0761; H 0.0705; H 0.0637; H 0.1143; H 0.1075; H 0.0993; H 0.1149; H 0.0697; H 0.0868; H 0.0558


Entry 3:
Entry from the OMol25 dataset: C22H31N3O2 in the gas phase (the ωB97M-V functional and the def2-TZVPD basis).

## Properties
HOMO-LUMO gap   8.55 eV
Structure (SMILES)   Cc1cc(C(=O)N2CCN(C(=O)C3=CCC3)[C@H]3CCCC[C@@H]3C2)c(C)n1C

CARTESIAN COORDINATES (ANGSTROEM)
C  -4.446251  -2.026042  -2.187313
C  -3.136813  -1.327869  -2.028364
C  -1.880000  -1.842504  -1.868904
C  -0.973259  -0.745434  -1.786280
C  0.504534  -0.768825  -1.681414
O  1.202759  -0.150425  -2.475583
N  1.057792  -1.500053  -0.660199
C  2.502427  -1.522973  -0.536987
C  3.030052  -0.663822  0.647967
N  2.033846  0.252511  1.177968
C  1.665153  1.373949  0.491017
O  0.601042  1.943662  0.698352
C  2.616882  1.994574  -0.474323
C  2.674813  3.296990  -0.773121
C  3.786978  3.141508  -1.781110
C  3.751155  1.625813  -1.424034
C  1.102339  -0.336004  2.158052
C  0.729430  0.618903  3.291353
C  -0.119332  -0.107701  4.331433
C  -1.374266  -0.691116  3.686482
C  -1.003555  -1.645837  2.555694
C  -0.121426  -0.979098  1.498240
C  0.284526  -2.026257  0.458775
C  -1.708231  0.407861  -1.915186
C  -1.272538  1.833334  -1.931877
N  -3.025989  0.044480  -2.037632
C  -4.116946  0.975094  -2.219140
H  -4.278737  -3.101385  -2.199874
H  -5.133892  -1.807881  -1.366358
H  -4.946195  -1.755650  -3.120061
H  -1.631848  -2.891995  -1.847221
H  2.838247  -2.555667  -0.418222
H  2.897233  -1.141870  -1.475094
H  3.332141  -1.310993  1.470775
H  3.916818  -0.116881  0.342904
H  2.102759  4.145842  -0.423704
H  3.507407  3.366029  -2.811340
H  4.722305  3.651016  -1.545769
H  4.673054  1.268131  -0.962851
H  3.457777  0.967613  -2.240160
H  1.673885  -1.150084  2.619860
H  1.647640  1.006619  3.739773
H  0.176085  1.466432  2.891579
H  0.459790  -0.917138  4.790907
H  -0.387889  0.581652  5.134292
H  -1.982829  -1.209702  4.430485
H  -1.984377  0.125101  3.286570
H  -0.463611  -2.504383  2.977118
H  -1.900861  -2.046013  2.076386
H  -0.692330  -0.193498  0.995299
H  -0.610621  -2.519817  0.092933
H  0.901612  -2.794231  0.938417
H  -0.187654  1.880786  -1.971806
H  -1.669062  2.356050  -2.805638
H  -1.587105  2.371254  -1.035113
H  -3.951854  1.862334  -1.611074
H  -4.213570  1.280151  -3.263316
H  -5.049426  0.513452  -1.903574

Atoms 1-3, force components in eV/Å:
C 0.0 0.0 0.0
C 0.0 -0.1 0.0
C -0.1 0.0 0.1

Here is what natural (NBO) gives for the atomic charges, in e: C -0.6420; C 0.1370; C -0.2874; C -0.2360; C 0.6981; O -0.6457; N -0.4464; C -0.2421; C -0.2260; N -0.4377; C 0.6640; O -0.6370; C -0.1199; C -0.1041; C -0.4253; C -0.4159; C -0.0116; C -0.4079; C -0.3954; C -0.3971; C -0.3847; C -0.2555; C -0.2095; C 0.2105; C -0.6582; N -0.3307; C -0.4048; H 0.2310; H 0.2131; H 0.2152; H 0.2179; H 0.1935; H 0.2455; H 0.1997; H 0.2206; H 0.2116; H 0.2118; H 0.2045; H 0.1956; H 0.2364; H 0.1862; H 0.2081; H 0.2354; H 0.1871; H 0.2115; H 0.2063; H 0.1988; H 0.1867; H 0.2117; H 0.2367; H 0.2251; H 0.1919; H 0.2610; H 0.2110; H 0.2276; H 0.2163; H 0.2012; H 0.2125